(1)
21
Properties=species:S:1:pos:R:3:forces:R:3 method="wB97M-V/def2-TZVPD" de_lowest_ev=2.839 orbital_gap_ev=9.71 smiles=OCNCCCCS
C 1.603 0.449 0.084 -1.5 -0.8 -1.0
N 1.540 -1.022 0.081 0.5 -1.0 -1.6
C 1.015 -1.726 -1.094 0.5 -2.4 -0.8
O 2.005 -1.982 -2.159 0.0 0.4 0.6
C 0.418 0.836 0.960 0.8 0.7 3.5
C -0.907 1.428 0.561 -1.7 0.3 -3.0
C -2.060 0.414 0.381 1.6 -2.2 5.5
S -3.486 0.717 1.524 -0.5 0.0 -0.2
H 2.567 0.838 0.459 -0.6 -0.4 -0.1
H 1.426 0.869 -0.923 0.4 -0.2 0.1
H 2.387 -1.462 0.474 -0.8 0.1 -0.7
H 0.778 -2.871 -0.813 0.2 2.8 -0.3
H 0.147 -1.294 -1.727 1.0 -0.1 2.1
H 2.387 -1.134 -2.424 -0.1 -0.2 0.0
H 0.244 -0.071 1.630 0.1 1.2 -0.8
H 0.893 1.571 1.629 -0.5 0.1 0.2
H -1.285 2.330 1.108 0.7 -0.9 -0.2
H -0.938 1.713 -0.520 1.0 0.7 0.6
H -2.543 0.345 -0.482 -1.3 0.1 -4.1
H -1.665 -0.647 0.628 -0.6 1.6 -0.4
H -4.527 0.696 0.623 0.8 0.0 0.5

---

(2)
72
Properties=species:S:1:pos:R:3:forces:R:3 method="wB97M-V/def2-TZVPD" de_lowest_ev=1.773 orbital_gap_ev=6.13
Pd 0.282 0.203 -0.150 -1.0 0.1 1.0
O 2.763 2.776 0.419 0.1 0.1 0.3
C 4.043 2.311 0.466 0.3 -0.3 -0.3
C 5.202 3.034 0.712 0.0 0.2 0.1
C 6.436 2.397 0.684 0.0 -0.1 0.0
C 6.538 1.042 0.426 0.0 0.0 0.0
C 5.379 0.309 0.224 0.0 0.0 0.0
C 4.138 0.928 0.246 -0.4 0.3 0.3
P 2.625 -0.063 0.034 -0.4 -0.6 -0.7
C 3.087 -1.664 0.748 -0.1 0.1 0.2
C 3.273 -1.663 2.133 0.0 0.0 -0.1
C 3.464 -2.851 2.814 0.0 0.0 0.0
C 3.447 -4.055 2.120 0.0 0.0 0.0
C 3.252 -4.062 0.749 0.0 0.0 0.0
C 3.073 -2.870 0.059 0.1 0.1 -0.1
C 2.470 -0.215 -1.782 -0.1 0.0 0.0
C 1.385 -0.974 -2.260 0.3 -0.3 -0.2
C 0.913 -0.783 -3.548 0.1 0.0 -0.1
C 1.521 0.150 -4.379 -0.1 0.0 0.0
C 2.630 0.853 -3.937 0.1 0.1 0.0
C 3.097 0.685 -2.640 0.0 0.0 0.0
C 2.300 4.025 0.113 -0.4 0.4 -0.2
C 3.025 5.204 0.013 0.3 -0.1 0.1
C 2.380 6.394 -0.294 -0.1 0.1 0.0
C 1.018 6.431 -0.521 0.0 0.0 0.0
C 0.292 5.252 -0.431 0.1 0.0 0.0
C 0.915 4.054 -0.109 0.2 -0.3 -0.2
P -0.057 2.521 0.132 -0.5 -0.2 0.3
C -0.400 2.717 1.935 0.1 -0.1 0.0
C -0.858 3.936 2.438 0.0 0.0 -0.1
C -1.118 4.089 3.790 -0.1 0.1 0.0
C -0.915 3.033 4.666 0.0 -0.1 0.1
C -0.449 1.822 4.183 0.0 0.0 0.0
C -0.188 1.667 2.828 0.0 0.2 -0.1
C -1.625 2.946 -0.689 -0.1 0.0 0.0
C -1.600 3.106 -2.075 0.0 0.0 0.1
C -2.776 3.308 -2.776 0.0 0.0 0.0
C -3.989 3.337 -2.099 -0.1 0.0 0.0
C -4.022 3.154 -0.726 0.0 0.0 0.0
C -2.844 2.955 -0.020 0.1 0.1 0.0
H 5.185 4.080 0.957 -0.1 0.0 0.0
H 7.327 2.981 0.877 0.0 0.0 0.0
H 7.502 0.555 0.391 0.0 0.0 0.0
H 5.423 -0.758 0.046 0.1 0.0 0.0
H 3.261 -0.721 2.672 0.0 0.0 0.0
H 3.599 -2.844 3.888 0.0 0.0 0.0
H 3.577 -4.988 2.653 0.0 0.0 0.0
H 3.212 -4.999 0.210 0.0 0.0 0.0
H 2.927 -2.887 -1.013 0.0 0.0 0.0
H 0.950 -1.755 -1.643 -0.1 0.1 0.0
H 0.061 -1.352 -3.897 0.0 0.0 0.0
H 1.126 0.331 -5.371 0.0 -0.1 0.0
H 3.121 1.564 -4.591 0.0 0.0 0.0
H 3.939 1.267 -2.287 0.0 0.0 0.0
H 4.088 5.235 0.169 0.0 0.0 -0.1
H 2.967 7.301 -0.349 0.0 0.0 0.0
H 0.520 7.360 -0.763 0.0 0.0 0.0
H -0.774 5.253 -0.616 0.0 0.1 0.0
H -1.019 4.767 1.762 0.0 0.0 0.1
H -1.488 5.034 4.167 0.0 0.0 0.0
H -1.117 3.153 5.722 0.0 0.0 0.0
H -0.289 0.985 4.851 0.0 0.0 0.0
H 0.180 0.721 2.477 0.0 -0.3 -0.2
H -0.652 3.064 -2.602 0.0 0.0 0.0
H -2.753 3.425 -3.852 0.0 0.0 0.0
H -4.909 3.496 -2.647 0.0 0.0 0.0
H -4.969 3.145 -0.202 0.0 0.0 0.0
H -2.875 2.793 1.049 0.0 0.0 0.0
S -2.433 -3.248 -0.724 0.0 0.6 0.0
C -1.672 -1.846 -0.255 -0.8 -1.8 0.0
S -2.011 -0.312 -0.921 1.6 0.7 0.5
S -0.464 -1.902 0.973 0.8 1.1 -0.8

---

(3)
14
Properties=species:S:1:pos:R:3:forces:R:3 method="wB97M-V/def2-TZVPD" de_lowest_ev=2.747 total_charge=+1 orbital_gap_ev=11.12 smiles=C#C[C@H](O)C[NH3+]
C 2.371 0.755 -0.538 1.0 1.3 -0.5
C 1.480 0.192 -0.019 -2.8 -3.3 0.8
C -0.794 0.354 0.779 -1.9 -2.4 1.6
C 0.409 -0.681 0.638 0.5 4.1 0.7
N -1.286 0.489 -0.601 -1.9 -3.4 -4.0
O -0.160 -1.738 -0.106 1.8 0.2 0.9
H 3.064 1.449 -0.875 1.0 0.5 -0.6
H -0.625 1.382 1.088 0.5 -0.4 0.6
H -1.656 -0.200 1.436 2.0 1.6 -1.7
H 0.924 -0.839 1.633 -1.3 -0.8 -0.8
H -1.296 -0.502 -1.115 0.9 1.6 1.6
H -0.760 1.034 -1.277 0.6 0.6 0.5
H -2.272 0.637 -0.857 -0.1 1.0 1.3
H 0.601 -2.330 -0.185 -0.4 -0.6 -0.5

---

(4)
76
Properties=species:S:1:pos:R:3:forces:R:3 method="wB97M-V/def2-TZVPD" de_lowest_ev=0.000 total_charge=+3 orbital_gap_ev=5.48
Zr -3.141 -0.651 0.280 0.1 -0.1 0.3
C 0.998 4.597 -3.192 2.0 1.2 -0.6
C 0.505 3.403 -3.967 -0.6 0.7 -2.3
N 0.191 2.228 -3.166 -2.3 -1.1 2.5
C -1.155 1.969 -2.950 1.7 -0.5 -0.4
C -1.625 1.063 -2.012 1.2 0.1 -0.3
C -3.081 0.700 -2.000 -1.8 0.5 -1.0
O -3.718 0.240 -2.942 1.5 0.7 1.7
O -3.668 0.992 -0.798 1.0 -1.4 0.1
C -0.708 0.459 -1.095 -2.7 0.1 -0.5
O -1.196 -0.433 -0.239 0.5 0.8 -0.3
C 0.633 0.792 -1.198 2.7 -0.5 -0.8
C 1.642 0.154 -0.416 -0.1 1.1 -0.5
C 2.987 0.286 -0.666 -1.2 0.7 0.2
F 3.793 -0.134 0.349 0.0 0.2 -1.7
C 3.434 0.963 -1.872 -0.4 -0.8 0.9
C 2.425 1.628 -2.628 3.4 -0.4 0.5
C 1.118 1.578 -2.288 -3.0 0.5 -0.6
N 4.783 0.776 -2.216 0.4 -0.1 -1.0
C 5.360 -0.569 -2.259 1.0 0.4 1.0
C 6.373 -0.729 -3.445 -0.8 0.0 0.7
N 7.469 0.336 -3.479 0.3 0.2 -0.1
C 7.284 1.392 -2.405 -0.9 0.2 -0.1
C 5.787 1.832 -2.357 -0.3 1.5 -0.2
H 0.800 5.597 -3.681 -0.1 -1.3 0.3
H 2.101 4.512 -3.203 -0.3 0.3 0.4
H 0.714 4.668 -2.160 -0.5 -0.2 0.4
H 1.224 3.139 -4.799 -0.8 0.2 0.9
H -0.436 3.719 -4.485 0.7 -0.7 0.4
H -1.848 2.436 -3.637 0.1 0.2 0.0
H 1.319 -0.280 0.488 -0.2 -0.8 0.9
H 2.688 2.178 -3.518 0.3 -0.1 -0.1
H 4.601 -1.345 -2.344 -0.1 0.1 -0.3
H 5.829 -0.726 -1.264 0.2 -0.4 -0.7
H 5.837 -0.646 -4.384 0.0 0.0 -0.1
H 6.838 -1.708 -3.382 0.1 0.0 0.0
H 7.443 0.813 -4.411 0.3 -0.6 0.9
H 8.410 -0.100 -3.347 -0.9 0.4 -0.4
H 7.872 2.291 -2.709 -0.3 -0.8 0.5
H 7.633 0.952 -1.454 -0.1 0.4 -0.5
H 5.564 2.445 -3.283 0.4 -0.4 0.9
H 5.734 2.503 -1.468 0.0 -0.2 -0.7
C -2.070 2.536 5.720 -0.9 -0.1 -0.5
C -2.638 2.819 4.465 0.3 -1.2 1.2
C -3.138 1.767 3.722 0.3 -0.8 -0.4
C -3.139 0.430 4.154 1.1 -0.1 0.2
C -2.656 0.169 5.456 0.0 1.4 -0.1
C -2.148 1.247 6.196 0.3 -1.0 0.6
Si -3.335 -1.054 2.986 0.4 -0.3 2.9
C -2.320 -2.456 3.965 -0.5 1.0 -1.8
C -2.915 -3.645 4.243 -1.8 -2.3 -0.3
C -2.203 -4.773 4.710 -1.1 0.8 0.2
C -0.871 -4.705 4.986 2.0 1.5 0.2
C -0.224 -3.427 4.832 -0.9 0.2 0.1
C -0.984 -2.346 4.287 2.2 -0.5 0.1
H -1.644 3.263 6.392 0.0 0.4 -0.3
H -2.682 3.795 4.090 0.1 1.3 -0.5
H -3.435 1.916 2.692 -0.3 0.5 -0.1
H -2.618 -0.795 5.945 -0.1 -0.1 -0.4
H -1.730 1.038 7.188 -0.2 0.1 -0.3
H -4.710 -1.467 3.329 -0.5 -0.3 -0.7
H -3.999 -3.811 4.019 0.9 0.3 0.3
H -2.760 -5.643 4.992 -0.2 -0.5 -0.3
H -0.288 -5.575 5.338 -0.5 0.6 -0.1
H 0.806 -3.245 5.230 -1.0 -0.3 -0.8
H -0.503 -1.402 4.011 0.2 -0.3 0.5
N -6.740 -2.574 -1.698 2.5 -0.2 0.6
C -5.461 -3.407 -1.429 -0.3 -1.4 -0.8
C -4.483 -2.572 -0.681 0.4 1.7 0.3
O -5.050 -1.651 0.043 1.1 -1.0 -0.7
O -3.207 -2.600 -0.845 -2.4 0.2 0.9
H -6.590 -1.949 -2.491 -0.3 -0.1 -0.2
H -6.814 -1.983 -0.868 -0.3 0.3 0.3
H -7.554 -3.147 -1.790 -0.8 -0.5 -0.4
H -4.956 -3.765 -2.345 -0.7 0.3 0.2
H -5.756 -4.307 -0.846 0.2 0.6 -0.2

---

(5)
106
Properties=species:S:1:pos:R:3:forces:R:3 method="wB97M-V/def2-TZVPD" de_lowest_ev=0.409 total_charge=-1 orbital_gap_ev="6.91 / 6.83" s2=0.78 spin_multiplicity=2
Co -0.513 0.390 -0.798 0.5 0.5 0.5
C 2.192 -1.424 -0.501 0.1 0.1 0.0
N 1.453 -0.304 -1.098 -0.1 -0.3 -0.3
C 2.042 0.422 -1.982 -0.1 -0.1 0.0
C 1.260 1.361 -2.715 0.1 -0.1 0.0
C 1.530 2.173 -3.817 0.0 0.0 0.0
C 0.289 2.689 -4.215 0.0 0.0 0.0
C -0.660 2.160 -3.334 0.0 -0.1 0.0
N -0.078 1.365 -2.425 0.0 0.2 0.0
C 3.422 -1.018 0.274 0.0 0.0 0.0
C 3.332 -0.791 1.643 0.0 0.1 0.0
C 4.434 -0.379 2.376 0.0 0.0 0.0
C 5.655 -0.187 1.745 0.0 0.0 0.0
C 5.766 -0.428 0.383 0.0 0.0 0.0
C 4.660 -0.849 -0.343 0.0 0.0 0.0
H 2.473 -2.127 -1.293 0.0 0.0 0.0
H 1.498 -1.934 0.165 0.0 0.0 0.0
H 3.094 0.288 -2.233 0.0 0.0 0.0
H 2.497 2.358 -4.260 0.0 0.0 0.0
H 0.092 3.362 -5.036 0.0 0.0 0.0
H -1.731 2.305 -3.338 0.0 0.0 0.0
H 2.377 -0.944 2.131 0.2 0.1 -0.1
H 4.338 -0.210 3.443 0.0 0.0 0.0
H 6.517 0.141 2.312 0.0 0.0 0.0
H 6.718 -0.293 -0.115 0.0 0.0 0.0
H 4.765 -1.063 -1.401 0.0 0.0 0.0
C -2.039 1.622 -0.300 0.0 -0.3 -0.2
C -1.583 2.963 0.082 -0.1 -0.1 0.3
C -1.465 4.052 -0.796 0.0 0.0 0.0
C -0.992 5.278 -0.372 0.0 0.0 0.0
C -0.626 5.478 0.959 0.0 0.1 0.0
C -0.754 4.422 1.864 0.0 0.0 0.0
C -1.225 3.203 1.427 0.0 -0.2 -0.1
C -0.146 6.756 1.398 0.0 0.0 0.0
N 0.238 7.784 1.749 0.0 0.0 0.0
H -2.696 1.589 -1.173 0.0 0.2 0.0
H -2.503 1.118 0.548 -0.2 0.1 -0.1
H -1.748 3.933 -1.831 0.0 0.0 0.0
H -0.906 6.097 -1.076 0.0 0.0 0.0
H -0.489 4.566 2.905 0.0 0.0 -0.1
H -1.326 2.383 2.141 0.1 0.3 -0.5
C -0.738 -0.223 -6.444 0.0 0.0 0.0
Sb -2.485 -0.763 -5.320 0.0 0.0 0.0
C -2.522 -2.771 -6.108 0.0 0.0 0.0
C -3.845 0.015 -6.800 0.0 0.0 0.0
H -0.855 -0.564 -7.475 0.0 0.0 0.0
H 0.148 -0.685 -6.007 0.0 0.0 0.0
H -0.601 0.856 -6.416 0.0 0.0 0.0
H -2.613 -2.743 -7.195 0.0 0.0 0.0
H -3.354 -3.338 -5.691 0.0 0.0 0.0
H -1.590 -3.273 -5.840 0.0 0.0 0.0
H -3.444 -0.155 -7.800 0.0 0.0 0.0
H -3.990 1.084 -6.648 0.0 0.0 0.0
H -4.813 -0.479 -6.711 0.0 0.0 0.0
C -2.565 -3.241 -1.251 0.0 0.0 0.1
C -1.551 -2.347 -1.901 0.2 -0.2 -0.3
O -1.671 -1.142 -1.882 -0.4 0.0 0.1
C -0.390 -2.949 -2.628 -0.1 0.0 0.1
C -0.067 -4.299 -2.533 0.0 0.0 0.0
C 1.010 -4.807 -3.244 0.0 0.0 0.0
C 1.756 -3.967 -4.060 0.0 0.0 0.0
C 1.434 -2.619 -4.160 0.0 0.0 0.0
C 0.365 -2.108 -3.443 0.1 0.0 0.0
H -3.395 -2.632 -0.901 0.0 0.0 0.0
H -2.107 -3.732 -0.389 0.0 0.0 0.0
H -2.912 -4.010 -1.944 0.0 0.0 0.0
H -0.645 -4.952 -1.892 0.0 0.0 0.0
H 1.268 -5.855 -3.161 0.0 0.0 0.0
H 2.594 -4.365 -4.619 0.0 0.0 0.0
H 2.018 -1.963 -4.793 0.0 0.0 0.0
H 0.107 -1.057 -3.494 0.0 0.0 0.0
F -1.312 -0.982 6.063 0.0 0.1 -0.1
C -0.543 -1.931 5.510 0.0 0.0 0.0
C -0.014 -1.777 4.236 -0.1 -0.1 0.0
C 0.774 -2.829 3.794 0.0 0.0 0.1
F 1.372 -2.788 2.599 -0.1 -0.1 0.0
C 1.018 -3.965 4.548 0.0 0.0 0.0
F 1.789 -4.947 4.074 0.0 0.0 0.0
C 0.461 -4.077 5.806 0.0 0.0 0.0
F 0.686 -5.160 6.548 0.0 -0.1 0.0
C -0.323 -3.050 6.294 0.0 0.0 -0.1
F -0.857 -3.146 7.515 0.0 0.0 0.0
Ge -0.466 -0.266 3.006 0.0 0.0 0.1
S -0.858 -1.012 1.055 0.0 -0.3 0.0
C -2.107 0.544 3.780 0.0 -0.1 0.1
C -3.252 -0.237 3.810 -0.1 0.0 0.0
F -3.198 -1.521 3.428 0.0 0.0 0.0
C -4.473 0.226 4.260 0.0 0.1 0.0
F -5.547 -0.567 4.281 0.0 0.0 0.0
C -4.574 1.532 4.708 0.1 0.0 0.0
F -5.741 2.000 5.146 -0.1 0.0 0.0
C -3.455 2.341 4.711 0.0 0.0 0.0
F -3.543 3.595 5.158 0.0 0.0 0.0
C -2.248 1.832 4.257 0.0 0.1 0.2
F -1.196 2.667 4.321 0.0 -0.1 0.2
C 0.975 1.062 3.259 0.1 0.1 -0.1
C 1.441 1.362 4.528 0.0 0.1 0.0
F 0.904 0.754 5.599 0.0 0.0 0.0
C 2.425 2.301 4.769 0.0 0.0 -0.1
F 2.840 2.560 6.012 0.0 0.0 0.1
C 2.979 2.986 3.700 -0.1 -0.1 0.0
F 3.934 3.887 3.912 0.0 0.0 0.0
C 2.544 2.721 2.416 -0.1 -0.1 0.1
F 3.089 3.360 1.386 0.0 0.0 -0.1
C 1.556 1.768 2.217 0.1 0.0 0.1
F 1.209 1.535 0.954 0.0 0.1 0.0

---

(6)
26
Properties=species:S:1:pos:R:3:forces:R:3 method="wB97M-V/def2-TZVPD" de_lowest_ev=0.045 orbital_gap_ev=8.59 smiles="CP(C)S[C@H]1CCCCC1=O"
C 0.607 0.366 0.100 2.7 -0.2 1.4
C -0.396 0.487 -0.898 -0.2 -1.9 -5.2
C 2.043 0.181 -0.573 -1.6 -1.7 1.7
C 0.037 0.507 -2.429 1.6 0.8 1.6
C 2.411 1.238 -1.587 -1.4 1.7 2.1
C 1.178 1.531 -2.532 0.5 0.3 -0.7
C -1.859 -2.692 2.369 2.5 -1.1 -0.7
C -2.056 0.184 2.597 -2.3 1.6 0.5
O -1.566 0.418 -0.701 -2.0 1.1 0.9
P -1.823 -1.167 1.299 -1.4 -0.2 1.4
S 0.269 -1.171 1.118 0.9 0.8 -0.2
H 0.496 1.278 0.670 0.4 0.2 0.9
H 2.801 -0.180 0.193 -0.7 1.1 -0.9
H 1.787 -0.739 -1.084 0.6 -0.4 -0.5
H 0.556 -0.338 -2.851 -0.6 -1.3 0.4
H -0.831 0.726 -3.025 -0.3 0.3 -0.2
H 2.692 2.170 -0.948 -0.3 -1.3 -1.6
H 3.259 0.842 -2.071 1.1 0.0 -1.0
H 1.462 1.621 -3.599 0.2 -0.1 0.6
H 0.760 2.479 -2.291 -0.1 1.1 0.3
H -0.957 -3.322 2.002 -1.4 0.8 0.7
H -1.834 -2.731 3.445 0.5 0.9 0.5
H -2.702 -3.293 2.166 -1.2 -0.5 -0.8
H -2.790 -0.011 3.527 1.5 0.0 -2.4
H -1.108 0.447 3.030 0.5 0.0 0.3
H -2.438 1.169 2.074 0.6 -2.0 0.9

---

(7)
15
Properties=species:S:1:pos:R:3:forces:R:3 method="wB97M-V/def2-TZVPD" de_lowest_ev=0.533 orbital_gap_ev=11.29 smiles=CCCCO
C -1.661 -0.703 -0.192 -1.1 -2.2 0.1
C -1.070 0.600 0.168 0.7 1.5 1.1
C 0.414 0.693 -0.214 0.3 0.6 -0.5
C 1.326 -0.434 0.271 0.0 -0.8 0.5
H -1.563 -0.912 -1.273 0.1 0.0 0.4
H -2.762 -0.779 0.027 1.0 0.2 -0.1
H -1.164 -1.539 0.398 -0.6 0.9 -0.9
H -1.147 0.774 1.261 0.0 -0.2 -0.4
H -1.612 1.457 -0.273 0.2 -0.4 0.0
H 0.502 0.678 -1.308 -0.1 0.0 0.0
H 0.832 1.699 0.083 -0.3 -1.0 0.0
H 1.358 -0.495 1.384 -0.2 0.1 -0.5
H 1.019 -1.455 -0.094 0.1 1.2 0.2
H 2.871 0.670 -0.033 0.2 -0.1 -0.1
O 2.658 -0.254 -0.208 -0.2 0.3 0.0

---

(8)
30
Properties=species:S:1:pos:R:3:forces:R:3 method="wB97M-V/def2-TZVPD" de_lowest_ev=4.445 total_charge=-1 orbital_gap_ev=7.20
C -2.466 0.170 -2.032 -0.4 0.4 -0.1
C -0.998 0.267 -2.755 -0.4 0.3 -1.3
C -0.032 -1.042 -2.550 -1.4 0.7 -0.9
Cl 1.722 -0.461 -2.856 -0.7 -0.3 -0.2
Al -0.255 -1.989 -0.725 0.7 -0.2 0.3
C 1.522 -2.069 0.324 0.7 -0.4 0.8
C 1.760 -0.781 1.333 1.1 -1.2 0.0
C 1.556 0.682 0.624 0.4 -0.2 0.2
C 1.037 1.875 1.620 0.8 2.5 -1.7
S -0.437 1.437 2.690 -1.0 -6.6 5.1
O 0.151 0.939 4.068 -1.5 2.8 -4.6
O -1.299 0.268 2.154 2.5 5.2 0.7
O -1.373 2.847 3.052 0.4 -1.6 -0.4
H -2.800 -0.940 -1.764 0.9 2.6 -0.4
H -2.457 0.880 -1.076 -0.1 -2.0 -1.8
H -3.287 0.607 -2.753 1.6 -0.8 1.3
H -1.186 0.376 -3.929 0.4 0.0 2.4
H -0.508 1.293 -2.428 -0.7 -2.3 -0.5
H -0.293 -1.808 -3.404 0.7 1.6 1.5
H -1.453 -1.329 0.095 0.1 0.1 0.1
H -0.707 -3.489 -1.032 0.0 -0.5 -0.3
H 2.433 -2.272 -0.402 -1.6 0.6 1.5
H 1.448 -3.046 1.006 0.2 2.0 -1.2
H 2.895 -0.866 1.694 -2.3 0.6 -0.5
H 1.101 -0.975 2.281 1.1 0.8 -1.9
H 0.863 0.688 -0.319 1.2 -0.3 1.9
H 2.634 1.020 0.236 -2.4 -0.4 0.9
H 1.899 2.356 2.289 -2.2 -1.4 -1.0
H 0.681 2.767 0.911 0.6 -1.9 1.6
H -2.151 2.596 3.649 1.7 -0.2 -1.2